The following is a quantum chemistry calculation of 2 unconnected molecules or ions with the total composition C3H12N3O, from the Open Molecules 2025 dataset.

Each line ends with the Mulliken charge.
Positions of all 19 atoms, in Å:
C  0.8310  -2.1409  0.4503  -0.977
C  -1.7519  0.4064  0.1704  -0.520
C  -0.3558  0.9606  0.1559  0.666
N  0.0756  1.7630  1.1027  -0.358
N  0.4083  0.6307  -0.8541  0.148
N  1.7175  1.1020  -0.9369  -0.882
O  -1.9042  -0.4267  -0.9460  -0.560
H  1.2346  -2.0324  -0.5471  0.208
H  -0.2354  -2.3324  0.3909  0.213
H  1.0220  -1.2533  1.0429  0.203
H  -2.4582  1.2507  0.1454  0.441
H  -1.9069  -0.1416  1.1133  0.369
H  1.9168  1.4295  -1.8796  0.273
H  1.0096  2.1460  1.0149  0.274
H  0.0111  -0.0243  -1.5318  0.296
H  1.3118  -2.9871  0.9318  0.357
H  -0.5059  2.0550  1.8710  0.229
H  2.3835  0.3654  -0.7023  0.257
H  -2.8032  -0.7706  -0.9916  0.363

Cartesian forces, eV/Å:
0.01 -0.29 0.22
-0.42 -0.04 0.29
0.05 0.19 -0.17
0.11 -0.03 -0.05
-0.25 -0.25 -0.41
0.32 0.04 0.03
0.09 -0.02 -0.08
0.11 0.02 -0.23
-0.11 0.02 -0.03
0.06 0.13 0.12
0.20 -0.07 0.06
0.12 0.16 -0.12
-0.17 0.01 0.19
-0.07 -0.02 0.02
0.19 0.19 0.23
0.02 -0.03 0.02
-0.05 -0.06 -0.05
-0.25 0.01 -0.03
0.04 0.03 0.00

Calculated values
E_tot = -9816.7823 eV
Total charge = +1
HOMO level = -15.0204 eV
Relative energy (zero: lowest compared OMol25 entry of this formula, charge and spin) = 46.8 kcal/mol
LUMO energy = -2.98 eV